1.
Here is a 10-piece molecular cluster, C67H151N9O10 overall from the Open Molecules 2025 dataset. Energies are from ωB97M-V with the def2-TZVPD basis set.

LUMO energy   0.39 eV
Kohn-Sham gap   8.45 eV
Highest occupied orbital energy   -8.06 eV
SMILES   CC1(C)CCCC(C)(C)N1O.CC1(C)CCCC(C)(C)N1O.CC1(C)CCCC(C)(C)N1O.CC1(C)CCCC(C)(C)N1O.CC1(C)CCCC(C)(C)N1O.CC1(C)CCCC(C)(C)N1O.COC[C@H](C)N.COC[C@H](C)N.COC[C@H](C)N.CO

```
237
C67H151N9O10 | the Open Molecules 2025 dataset | ωB97M-V with the def2-TZVPD basis set
C -1.83 -5.26 -2.47
C -0.35 -5.34 -2.01
C 0.49 -4.75 -3.17
C -0.28 -4.44 -0.77
C -0.88 -5.08 0.48
C -0.27 -6.45 0.74
C -0.31 -7.40 -0.48
C 0.61 -8.59 -0.25
C -1.76 -7.93 -0.59
N 0.07 -6.69 -1.69
O -0.01 -7.53 -2.82
H -2.05 -6.06 -3.19
H -2.56 -5.34 -1.67
H -1.98 -4.41 -3.14
H -0.02 -5.04 -4.08
H 0.59 -3.68 -3.01
H 1.48 -5.20 -3.02
H 0.78 -4.24 -0.57
H -0.71 -3.46 -1.01
H -0.71 -4.38 1.30
H -1.97 -5.12 0.48
H -0.83 -6.97 1.51
H 0.77 -6.30 1.06
H 0.49 -9.40 -0.97
H 0.45 -9.06 0.72
H 1.64 -8.26 -0.39
H -2.53 -7.20 -0.84
H -2.06 -8.48 0.31
H -1.85 -8.73 -1.33
H 0.86 -7.50 -3.23
C 4.75 -3.04 -6.69
C 6.01 -2.16 -6.58
C 7.04 -2.44 -7.68
C 5.53 -0.69 -6.78
C 4.89 -0.08 -5.55
C 5.82 -0.21 -4.36
C 6.24 -1.65 -4.05
C 7.39 -1.64 -3.04
C 5.06 -2.36 -3.31
N 6.60 -2.35 -5.26
O 7.12 -3.64 -5.04
H 4.86 -3.96 -6.11
H 3.88 -2.56 -6.24
H 4.50 -3.33 -7.72
H 7.80 -1.67 -7.58
H 7.40 -3.45 -7.52
H 6.56 -2.34 -8.65
H 6.39 -0.08 -7.08
H 4.91 -0.72 -7.68
H 4.63 0.98 -5.66
H 3.87 -0.45 -5.36
H 5.38 0.21 -3.46
H 6.74 0.30 -4.66
H 8.26 -1.09 -3.40
H 7.76 -2.65 -2.86
H 7.06 -1.23 -2.09
H 4.11 -2.37 -3.84
H 4.92 -1.77 -2.40
H 5.25 -3.36 -2.92
H 6.34 -4.19 -4.84
C -3.38 -1.95 5.94
C -3.61 -0.44 6.13
C -2.83 0.15 7.29
C -3.10 0.20 4.83
C -3.66 1.61 4.54
C -5.16 1.56 4.49
C -5.75 1.05 5.83
C -5.73 2.13 6.91
C -7.20 0.65 5.46
N -5.06 -0.21 6.15
O -5.75 -1.02 7.06
H -2.32 -2.20 6.09
H -3.93 -2.46 6.73
H -3.68 -2.29 4.95
H -2.95 1.23 7.41
H -3.21 -0.26 8.23
H -1.77 -0.01 7.11
H -2.02 0.36 4.89
H -3.40 -0.36 3.94
H -3.27 2.35 5.24
H -3.13 1.96 3.64
H -5.59 1.15 3.58
H -5.51 2.61 4.49
H -4.75 2.59 6.98
H -6.02 1.70 7.87
H -6.50 2.88 6.70
H -7.72 0.15 6.28
H -7.08 -0.07 4.65
H -7.77 1.50 5.10
H -5.77 -0.59 7.93
C 0.01 5.05 -2.54
C 1.01 4.64 -1.45
C 1.42 3.19 -1.71
C 2.30 5.48 -1.49
C 2.04 6.94 -1.19
C 1.26 7.14 0.14
C 0.26 6.05 0.59
C 0.47 5.83 2.07
C -1.21 6.47 0.34
N 0.58 4.76 -0.06
O -0.27 3.71 0.39
H 0.33 4.68 -3.52
H -0.93 4.52 -2.37
H -0.13 6.13 -2.50
H 2.08 2.97 -2.55
H 1.83 2.74 -0.80
H 0.52 2.60 -1.93
H 3.05 5.02 -0.84
H 2.78 5.37 -2.47
H 3.02 7.40 -1.03
H 1.54 7.51 -1.97
H 0.68 8.04 -0.10
H 1.91 7.45 0.95
H -0.01 4.96 2.52
H 0.26 6.70 2.70
H 1.53 5.74 2.37
H -1.32 6.71 -0.72
H -1.44 7.36 0.93
H -1.89 5.65 0.56
H 0.38 3.21 0.89
C -5.22 0.51 -3.60
C -4.26 -0.62 -4.02
C -3.94 -1.38 -2.72
C -5.00 -1.44 -5.08
C -4.03 -2.23 -5.93
C -2.93 -1.37 -6.54
C -2.12 -0.62 -5.49
C -1.27 -1.57 -4.64
C -1.32 0.48 -6.18
N -3.11 0.09 -4.64
O -2.47 0.89 -3.67
H -4.97 0.96 -2.64
H -5.26 1.31 -4.34
H -6.28 0.23 -3.58
H -3.08 -0.96 -2.19
H -4.75 -1.31 -1.99
H -3.75 -2.45 -2.84
H -5.69 -2.14 -4.61
H -5.52 -0.74 -5.74
H -3.57 -3.07 -5.39
H -4.49 -2.73 -6.79
H -3.38 -0.67 -7.25
H -2.32 -2.05 -7.15
H -0.60 -0.99 -3.99
H -0.64 -2.20 -5.27
H -1.81 -2.21 -3.94
H -0.46 0.11 -6.74
H -0.96 1.26 -5.51
H -2.00 1.04 -6.83
H -2.18 0.26 -3.00
C 3.09 -1.84 7.21
C 3.07 -0.29 7.10
C 2.60 0.28 8.44
C 4.46 0.21 6.77
C 4.89 -0.02 5.33
C 3.89 0.55 4.33
C 2.38 0.24 4.60
C 1.59 1.45 4.09
C 2.04 -1.04 3.78
N 2.17 0.10 6.03
O 0.81 0.06 6.40
H 3.89 -2.13 7.91
H 2.21 -2.31 7.66
H 3.39 -2.31 6.28
H 1.56 0.00 8.62
H 3.11 -0.09 9.33
H 2.55 1.37 8.36
H 4.43 1.29 6.98
H 5.21 -0.17 7.46
H 5.87 0.41 5.13
H 5.03 -1.09 5.18
H 4.12 0.10 3.36
H 4.09 1.62 4.20
H 0.53 1.41 4.37
H 1.49 1.44 3.00
H 2.03 2.37 4.47
H 2.62 -1.19 2.88
H 0.96 -1.04 3.60
H 2.28 -1.89 4.42
H 0.59 -0.89 6.36
C 2.50 -1.06 -0.65
O 1.39 -0.19 -0.64
C 0.31 -0.68 0.14
C -0.70 0.41 0.36
C -1.81 -0.05 1.29
N -1.23 0.81 -0.95
H 2.89 -1.26 0.35
H 3.29 -0.59 -1.24
H 2.21 -1.98 -1.16
H -0.18 -1.50 -0.41
H 0.68 -1.14 1.06
H -0.17 1.27 0.78
H -2.47 0.80 1.46
H -1.40 -0.37 2.25
H -2.33 -0.93 0.92
H -1.70 1.71 -0.79
H -0.44 1.07 -1.55
C -7.18 3.00 1.65
O -7.00 3.29 0.28
C -5.81 2.92 -0.36
C -4.64 3.86 -0.01
C -5.01 5.32 -0.27
N -3.43 3.48 -0.75
H -6.31 3.37 2.21
H -7.20 1.94 1.95
H -8.14 3.37 1.98
H -5.55 1.85 -0.29
H -6.07 3.07 -1.41
H -4.42 3.68 1.05
H -4.82 6.04 0.53
H -6.08 5.46 -0.51
H -4.62 5.73 -1.20
H -3.60 3.59 -1.74
H -2.57 3.93 -0.45
C 5.07 2.86 -3.00
O 4.86 2.25 -1.76
C 5.72 2.88 -0.81
C 5.53 2.25 0.56
C 5.93 0.76 0.54
N 4.11 2.30 0.95
H 6.10 2.83 -3.39
H 4.82 3.93 -2.96
H 4.50 2.47 -3.84
H 6.74 2.69 -1.19
H 5.53 3.96 -0.74
H 6.23 2.70 1.26
H 6.88 0.56 0.05
H 5.20 0.14 0.02
H 5.97 0.40 1.57
H 3.71 1.70 0.23
H 3.73 3.24 0.88
C -5.63 -1.18 0.94
O -6.82 -0.78 1.61
H -5.44 -0.43 0.17
H -4.83 -0.96 1.66
H -5.65 -2.17 0.50
H -6.99 -1.36 2.36
```

2.
Here is C33H37ClInO2Si2 as an isolated structure from the Open Molecules 2025 dataset. Energies are from ωB97M-V with the def2-TZVPD basis set.

LUMO energy (alpha / beta)   -3.89 / -4.43 eV
Kohn-Sham gap (alpha / beta)   6.81 / 5.04 eV
Highest occupied orbital energy (alpha / beta)   -10.70 / -9.47 eV
Total charge   +1

```
76
C33H37ClInO2Si2 | the Open Molecules 2025 dataset | ωB97M-V with the def2-TZVPD basis set
C -2.52 -0.82 5.71
C -3.31 -0.42 4.59
C -3.20 -1.43 3.59
H -3.92 0.48 4.52
C -2.37 -2.47 4.11
C -1.96 -2.09 5.42
H -1.36 -2.69 6.09
H -2.39 -0.27 6.64
H -3.68 -1.43 2.62
H -2.11 -3.39 3.59
In 0.50 -0.14 3.22
Si 0.18 -0.22 0.63
C -0.63 1.36 0.08
C -0.01 2.19 -0.87
H 0.96 1.92 -1.27
C -0.67 3.34 -1.33
H -0.21 3.96 -2.09
C -1.93 3.67 -0.81
H -2.46 4.54 -1.21
C -2.50 2.90 0.20
H -3.46 3.18 0.63
C -1.84 1.76 0.67
H -2.27 1.16 1.49
C -0.67 -1.80 0.16
C -1.82 -1.82 -0.64
H -2.27 -0.88 -0.96
C -2.37 -3.05 -1.04
H -3.26 -3.06 -1.67
C -1.77 -4.25 -0.65
H -2.17 -5.20 -1.01
C -0.65 -4.23 0.19
H -0.20 -5.17 0.51
C -0.09 -3.02 0.59
H 0.80 -3.00 1.22
H 1.58 -0.23 0.14
Si 2.44 0.27 -4.34
C 1.66 -1.36 -4.74
C 0.69 -1.50 -5.76
H 0.39 -0.63 -6.35
C 0.10 -2.74 -6.00
H -0.67 -2.84 -6.78
C 0.49 -3.87 -5.26
H 0.02 -4.84 -5.45
C 1.48 -3.74 -4.28
H 1.81 -4.62 -3.71
C 2.08 -2.50 -4.04
H 2.86 -2.42 -3.28
C 1.24 1.59 -4.84
C -0.06 1.62 -4.31
H -0.39 0.85 -3.61
C -0.93 2.66 -4.65
H -1.93 2.70 -4.20
C -0.53 3.65 -5.55
H -1.22 4.46 -5.82
C 0.75 3.59 -6.12
H 1.06 4.36 -6.83
C 1.63 2.56 -5.77
H 2.62 2.51 -6.22
H 3.75 0.42 -5.01
Cl 2.83 0.37 -2.33
C 0.89 0.41 6.80
O 0.87 0.89 5.44
C 1.34 2.24 5.30
C 2.10 2.39 3.98
O 2.44 1.10 3.41
C 3.46 0.37 4.14
H 0.00 0.78 7.34
H 1.80 0.75 7.33
H 0.88 -0.68 6.75
H 2.02 2.51 6.12
H 0.46 2.91 5.29
H 1.46 2.90 3.25
H 3.03 2.95 4.15
H 4.42 0.60 3.66
H 3.49 0.65 5.21
H 3.23 -0.70 4.04
```

3.
Here is a 2-piece molecular cluster, C5H15NO2 overall from the Open Molecules 2025 dataset. Energies are from ωB97M-V with the def2-TZVPD basis set.

LUMO energy   0.81 eV
Kohn-Sham gap   10.12 eV
Highest occupied orbital energy   -9.31 eV
SMILES   C[C@H](CO)N(C)C.O

```
23
C5H15NO2 | the Open Molecules 2025 dataset | ωB97M-V with the def2-TZVPD basis set
C 0.92 -1.72 0.98
C 0.12 -0.42 0.88
C -1.46 -0.76 0.94
O -2.18 0.15 1.73
N 0.43 0.51 -0.25
C 1.82 1.00 -0.10
C 0.53 -0.08 -1.65
H 2.08 -1.51 1.09
H 0.99 -2.28 -0.05
H 0.70 -2.34 1.73
H 0.21 0.32 1.74
H -1.40 -1.57 1.60
H -1.90 -1.21 -0.01
H -1.91 1.08 1.70
H 1.76 1.96 0.31
H 2.10 1.37 -1.08
H 2.51 0.41 0.44
H -0.46 -0.66 -1.62
H 0.32 0.59 -2.54
H 1.49 -0.63 -1.95
O -2.32 2.36 -1.38
H -1.55 1.92 -1.06
H -2.80 1.49 -1.47
```

4.
Here is a 4-piece molecular cluster, C26H49F16O14PS5 overall from the Open Molecules 2025 dataset. Energies are from ωB97M-V with the def2-TZVPD basis set.

LUMO energy   -2.45 eV
Kohn-Sham gap   7.44 eV
Highest occupied orbital energy   -9.89 eV
SMILES   CC(=O)OCC[PH](CCCCO)(CCCCC(F)(F)C(F)(F)S(F)(F)(F)(F)F)S(=O)(=O)C(F)(F)C(F)(F)C(F)(F)F.CCOS(C)(=O)=O.CCOS(C)(=O)=O.CCOS(C)(=O)=O

```
111
C26H49F16O14PS5 | the Open Molecules 2025 dataset | ωB97M-V with the def2-TZVPD basis set
C 7.39 1.10 0.14
C 7.89 -0.49 0.11
O 8.70 -0.83 -0.89
O 7.43 -1.36 1.21
C 6.66 -2.53 0.67
C 5.31 -1.87 -0.04
P 3.76 -3.04 0.08
C 3.01 -1.79 1.32
C 3.82 -1.66 2.74
C 2.97 -2.25 4.05
C 1.63 -1.37 4.40
O 0.57 -2.33 4.85
C 3.52 -2.88 -1.81
C 3.11 -1.36 -2.32
C 1.58 -0.91 -1.92
C 0.99 0.26 -2.92
C 1.32 1.81 -2.38
F 1.41 2.62 -3.65
F 2.64 1.71 -1.71
C 0.07 2.22 -1.42
F -0.43 1.12 -0.54
F -1.07 2.57 -2.34
S 0.34 3.70 -0.32
F 1.53 4.41 -1.32
F 1.47 2.91 0.70
F -0.92 3.12 0.75
F -0.89 4.54 -1.19
F 0.46 5.08 0.71
S 2.21 -4.48 0.33
O 2.08 -4.88 1.85
O 0.85 -3.78 -0.03
C 2.30 -6.02 -0.72
F 1.47 -7.05 0.02
F 1.62 -5.90 -2.06
C 3.77 -6.69 -0.92
F 4.13 -7.36 0.38
F 4.85 -5.76 -1.33
C 3.81 -7.91 -2.06
F 5.06 -8.74 -1.94
F 2.68 -8.86 -1.95
F 3.88 -7.27 -3.42
H 7.23 1.44 1.28
H 8.20 1.81 -0.32
H 6.36 1.27 -0.39
H 6.43 -3.20 1.60
H 7.38 -3.04 -0.12
H 5.63 -1.66 -1.17
H 5.09 -0.79 0.41
H 4.71 -4.06 0.57
H 2.95 -0.71 0.81
H 1.88 -2.04 1.62
H 4.86 -2.21 2.77
H 4.04 -0.49 2.89
H 2.77 -3.41 3.90
H 3.70 -2.15 4.99
H 1.87 -0.73 5.38
H 1.22 -0.72 3.52
H 0.64 -3.19 4.34
H 4.56 -3.18 -2.31
H 2.73 -3.60 -2.26
H 3.13 -1.41 -3.51
H 3.89 -0.53 -2.03
H 1.44 -0.66 -0.77
H 0.89 -1.87 -2.10
H 1.51 0.10 -3.98
H -0.18 0.13 -3.14
C 0.63 2.39 10.00
C 0.31 1.02 10.56
O -0.77 0.42 9.86
S -0.49 -0.26 8.41
C -2.02 -1.14 8.26
O 0.59 -1.22 8.53
O -0.47 0.79 7.41
H 1.04 2.31 8.99
H 1.37 2.90 10.63
H -0.27 3.01 9.94
H 1.19 0.37 10.55
H 0.00 1.12 11.60
H -2.07 -1.90 9.05
H -2.05 -1.62 7.28
H -2.85 -0.43 8.36
C -4.32 2.59 -3.06
C -4.65 1.21 -2.50
O -5.73 0.61 -3.20
S -5.44 -0.06 -4.66
C -6.98 -0.94 -4.80
O -4.37 -1.02 -4.53
O -5.43 0.99 -5.66
H -3.91 2.51 -4.08
H -3.58 3.09 -2.44
H -5.22 3.21 -3.12
H -3.77 0.56 -2.51
H -4.96 1.32 -1.46
H -7.02 -1.70 -4.02
H -7.00 -1.42 -5.78
H -7.80 -0.23 -4.71
C -9.31 7.70 -5.07
C -8.76 6.59 -4.20
O -8.39 5.46 -4.98
S -6.98 5.51 -5.80
C -6.90 3.78 -6.20
O -5.91 5.83 -4.88
O -7.18 6.25 -7.03
H -8.53 8.13 -5.71
H -9.72 8.51 -4.45
H -10.10 7.33 -5.73
H -7.92 6.94 -3.60
H -9.54 6.25 -3.51
H -6.80 3.21 -5.27
H -6.02 3.62 -6.83
H -7.80 3.49 -6.74
```

5.
Here is Cu2F2I6 as an isolated structure from the Open Molecules 2025 dataset. Energies are from ωB97M-V with the def2-TZVPD basis set.

⟨S²⟩   2.021
LUMO energy (alpha / beta)   5.49 / 5.49 eV
Spin multiplicity   3
Kohn-Sham gap (alpha / beta)   3.50 / 2.39 eV
Highest occupied orbital energy (alpha / beta)   1.98 / 3.09 eV
Total charge   -4

```
10
Cu2F2I6 | the Open Molecules 2025 dataset | ωB97M-V with the def2-TZVPD basis set
Cu -1.18 -4.01 -2.43
Cu 0.49 -2.05 3.46
I -2.85 -0.62 -6.17
I 6.01 2.45 0.65
I -3.31 -4.39 0.64
I -1.79 2.21 1.55
I 2.45 4.74 0.82
I -0.29 2.14 -2.55
F -0.19 -1.29 -0.14
F 0.63 0.83 4.17
```

6.
Here is one molecule with the formula C6H9N from the Open Molecules 2025 dataset. Energies are from ωB97M-V with the def2-TZVPD basis set.

LUMO energy   0.98 eV
Kohn-Sham gap   9.09 eV
Highest occupied orbital energy   -8.11 eV

```
16
C6H9N | the Open Molecules 2025 dataset | ωB97M-V with the def2-TZVPD basis set
C -1.38 2.58 1.38
C -0.35 1.65 0.80
C 1.61 -1.52 -0.38
C 0.82 -0.57 -0.79
C 1.17 -2.96 -0.23
C 0.01 0.36 -1.23
N -0.76 1.21 -0.37
H -2.41 2.48 0.99
H -1.40 2.51 2.47
H -1.03 3.60 1.15
H 2.64 -1.27 -0.12
H 0.25 -3.14 -0.79
H 0.99 -3.20 0.82
H 1.94 -3.64 -0.60
H -0.11 0.56 -2.29
H -1.67 1.48 -0.77
```

no.,F_max (eV Å⁻¹),calculated total energy (eV)
1,2.56,-105803.40090
2,3.41,-72359.43403
3,6.92,-11010.28900
4,10.60,-163346.20362
5,2.31,-143308.78291
6,0.64,-7854.24856